C27H35N8O4SiTeV | ωB97M-V/def2-TZVPD

Its energy above the lowest of the compared OMol25 structures with the same formula, charge and spin is 33.3 kcal per mole. The value obtained for the LUMO energy (spin up / spin down) is -0.16535 / -0.16586 Ha. The HOMO energy (spin up / spin down) comes out at -10.89 / -11.00 eV. As for the HOMO-LUMO gap (spin up / spin down): 6.39 / 6.49 eV.

Geometry as ORCA input:
```
! RIJCOSX wB97M-V def2-TZVPD def2/J DEFGRID3
* xyz 1 2
V 0.22790 -0.35610 0.43000
C 2.92650 1.73340 2.99600
C 2.11750 0.68320 2.31420
N 1.65180 0.84920 1.09620
N 2.08710 1.78570 0.29290
C 1.73110 1.45090 -0.93820
O 1.06030 0.37020 -1.08120
C 2.22790 2.25410 -2.05200
C 2.90960 3.44580 -1.78560
C 3.45570 4.17540 -2.82150
C 3.32230 3.73440 -4.12960
C 2.64060 2.55960 -4.40290
C 2.09390 1.81920 -3.37170
C 1.87380 -0.65380 2.75480
C 2.25470 -1.24430 3.96880
C 2.06310 -2.59610 4.14860
C 1.53200 -3.35320 3.10340
C 1.16540 -2.71080 1.93820
N 1.29870 -1.40050 1.77190
H 3.69170 2.09880 2.31260
H 3.39370 1.35580 3.89860
H 2.28020 2.57620 3.23940
H 3.00790 3.76590 -0.76140
H 3.99810 5.08610 -2.61560
H 3.75720 4.30130 -4.93640
H 2.54640 2.21700 -5.42280
H 1.57680 0.89480 -3.57460
H 2.69140 -0.63880 4.74650
H 2.33040 -3.06990 5.07960
H 1.39050 -4.41740 3.19780
H 0.74910 -3.26590 1.10330
C -4.02200 -0.41650 -2.43580
O -3.49990 0.90800 -2.48590
C -2.38000 1.13200 -1.79110
O -1.81350 0.27900 -1.12510
N -1.96420 2.40180 -1.94760
N -0.79980 2.86400 -1.32960
H -4.91850 -0.40440 -3.04940
H -4.26970 -0.69820 -1.41070
H -3.29750 -1.13120 -2.83920
H -2.57190 3.03710 -2.46090
H -1.00920 3.45960 -0.53150
H -0.21110 3.35550 -1.99560
N -1.24900 -0.85730 3.57140
C -1.46930 -1.62030 2.46700
O -1.07200 -1.17490 1.33870
C -2.03180 -2.90520 2.57540
C -2.04890 -3.60300 1.37480
N -1.92390 -3.98470 0.28970
C -2.41930 -3.43460 3.81100
N -2.70320 -3.82680 4.85300
H -1.06380 0.12650 3.41810
H -1.69890 -1.12290 4.43480
C -0.07810 -1.32800 -3.21400
Te -0.82130 -2.16960 -1.37910
C 0.43700 -3.89380 -1.69100
H 1.00400 -1.41810 -3.24820
H -0.35770 -0.28120 -3.26030
H -0.51320 -1.86000 -4.05590
H 0.08950 -4.38880 -2.59180
H 0.33950 -4.59400 -0.86860
H 1.47730 -3.60570 -1.81920
C -2.66140 2.24100 4.39310
Si -2.52800 3.07020 2.67540
C -1.92400 4.86560 2.84580
C -4.15090 2.94020 1.68430
C -1.27660 2.07600 1.70820
C -0.59770 1.30470 1.06620
H -3.20890 2.87280 5.08570
H -1.68070 2.06570 4.82910
H -3.18480 1.29020 4.34480
H -2.59170 5.43290 3.48680
H -1.88130 5.37570 1.88860
H -0.93270 4.91010 3.28600
H -4.97590 3.41090 2.21130
H -4.42130 1.90220 1.50810
H -4.06590 3.42280 0.71420
*
```

C27H36AsCl5FN4O6Si3W | ωB97M-V/def2-TZVPD

Its energy above the lowest of the compared OMol25 structures with the same formula, charge and spin is 124.0 kcal per mole. The value obtained for the LUMO energy (spin up / spin down) is -0.15448 / -0.22009 Ha. The HOMO energy (spin up / spin down) comes out at -11.01 / -11.11 eV. As for the HOMO-LUMO gap (spin up / spin down): 6.81 / 5.12 eV.

Geometry as ORCA input:
```
! RIJCOSX wB97M-V def2-TZVPD def2/J DEFGRID3
* xyz 1 3
W 0.70991 0.58561 -0.58861
Cl 1.70592 2.59298 0.18519
C -0.34054 0.79605 1.47739
C -1.04277 -0.36710 1.38589
C -1.14011 -1.42432 2.24044
Cl -1.94726 -2.87280 1.82706
C -0.48920 -1.22783 3.45828
Cl -0.48180 -2.47510 4.61981
C 0.16048 0.00051 3.71105
Cl 0.90435 0.21743 5.24416
C 0.22765 1.02168 2.76133
Cl 0.97037 2.49650 3.22334
O -0.22269 -1.14264 -0.84465
N 0.92570 -1.31844 -1.54065
N 0.92662 -0.65039 -2.77597
O 0.34758 0.59676 -2.49456
C 0.44974 -1.25161 -3.96568
C 0.22306 -0.44093 -5.07285
C -0.16754 -1.02365 -6.26671
C -0.31969 -2.39957 -6.36380
C -0.08504 -3.19644 -5.25375
C 0.29384 -2.62953 -4.04687
H 0.36244 0.62848 -4.99452
H -0.34441 -0.39730 -7.13099
H -0.61821 -2.84828 -7.30107
H -0.20796 -4.26905 -5.32062
H 0.44968 -3.24824 -3.17265
F 0.74183 -5.40967 1.30729
C 1.69221 -4.48283 1.42434
C 2.14951 -3.82492 0.35682
N 3.15089 -2.88139 0.46147
C 3.41310 -1.98633 -0.63952
C 2.48447 -0.78870 -0.54864
O 2.69763 0.32656 -1.15412
O 1.82249 -0.57753 0.57995
C 3.67842 -2.50816 1.69444
O 4.48416 -1.61539 1.81102
N 3.20525 -3.24167 2.75996
C 2.21937 -4.23025 2.76487
O 1.86801 -4.77787 3.77803
H 1.75991 -4.01121 -0.63408
H 3.25676 -2.50271 -1.58355
H 4.43286 -1.60905 -0.59536
H 3.60728 -3.00593 3.65757
C -4.29821 0.03094 -0.35478
Si -3.29092 0.80273 -1.74351
C -4.38114 1.97852 -2.72693
C -2.62454 -0.51809 -2.88493
As -1.48077 1.94374 -0.48416
Si -0.22649 3.68818 -2.04741
C -0.42658 5.25561 -1.05850
C -1.50211 3.67691 -3.42458
C 1.46523 3.45322 -2.81855
Si -2.69702 3.31115 1.19311
C -4.07751 4.06908 0.16312
C -3.28223 2.09798 2.50081
C -1.60065 4.61174 1.97704
H -5.01404 -0.66240 -0.80541
H -4.87506 0.75988 0.21427
H -3.67317 -0.54755 0.32888
H -5.07723 1.29488 -3.22699
H -3.87610 2.53640 -3.51033
H -4.97903 2.65474 -2.12037
H -3.47883 -1.15490 -3.13492
H -1.87249 -1.14541 -2.41383
H -2.22544 -0.11949 -3.81744
H -1.47743 5.44946 -0.84520
H -0.06468 6.07017 -1.69475
H 0.14674 5.27100 -0.13534
H -2.49629 3.95645 -3.08085
H -1.54897 2.73248 -3.96758
H -1.16958 4.44699 -4.13082
H 2.02316 2.56020 -2.56286
H 2.06902 4.31312 -2.52025
H 1.32680 3.47415 -3.90193
H -4.99753 3.48594 0.20558
H -3.80106 4.20237 -0.88341
H -4.29374 5.06108 0.56763
H -3.91783 1.29638 2.13021
H -3.85614 2.66943 3.23698
H -2.43319 1.66080 3.02691
H -1.64534 5.56112 1.44801
H -0.56131 4.29828 2.04532
H -1.95924 4.77962 2.99578
*
```

C27H36BF3IO3P | ωB97M-V/def2-TZVPD

The value obtained for the LUMO energy is 0.00813 Ha. The HOMO energy comes out at -9.13 eV. The structure (SMILES) is CCOP(=O)(CCBCCCI)OCC.Fc1ccccc1.Fc1ccccc1.Fc1ccccc1. As for the HOMO-LUMO gap: 9.35 eV.

Geometry as ORCA input:
```
! RIJCOSX wB97M-V def2-TZVPD def2/J DEFGRID3
* xyz 0 1
C 1.34042 -4.23350 1.78804
C 2.66235 -3.68561 1.25269
O 2.99920 -2.41611 1.84142
P 2.76047 -1.10928 0.95994
O 3.55881 -1.05734 -0.27346
C 0.98878 -1.07220 0.62495
C 0.46510 0.14985 -0.15638
B -0.84939 -0.24271 -0.92858
C -2.21709 0.45102 -0.61795
C -2.78169 -0.19483 0.68044
C -2.83813 0.76937 1.86057
I -1.34105 0.41642 3.36750
O 3.11956 -0.05715 2.08959
C 2.84788 1.34548 1.92275
C 3.63728 1.99502 0.81040
H 1.44705 -5.26102 2.12554
H 1.00785 -3.63044 2.63171
H 0.55112 -4.20196 1.03757
H 3.47195 -4.35541 1.53011
H 2.65113 -3.60768 0.16776
H 0.46359 -1.19107 1.57443
H 0.80234 -1.97988 0.04253
H 0.21435 0.94475 0.54828
H 1.21020 0.50328 -0.87280
H -0.79926 -1.14708 -1.70958
H -2.90849 0.28622 -1.44384
H -2.10184 1.52711 -0.48091
H -2.21682 -1.08854 0.94616
H -3.80033 -0.52944 0.48863
H -3.77564 0.71732 2.40304
H -2.67329 1.79816 1.56105
H 1.77645 1.50729 1.82141
H 3.13938 1.79610 2.87019
H 3.42572 3.06456 0.81321
H 4.70371 1.85349 0.97075
H 3.39332 1.60089 -0.17361
F -1.28620 6.33666 9.01931
C -1.39087 5.32009 8.13888
C -0.24710 4.64862 7.75786
C -0.36279 3.60361 6.85282
C -1.60425 3.24817 6.34385
C -2.73757 3.94208 6.74444
C -2.63804 4.98785 7.65073
H 0.71018 4.94440 8.16504
H 0.52303 3.06410 6.54459
H -1.68546 2.43356 5.63583
H -3.70729 3.66944 6.34959
H -3.50808 5.53971 7.97960
F 1.95947 -5.10538 -1.99371
C 1.87982 -4.01927 -2.79765
C 0.87225 -3.96343 -3.74082
C 0.79449 -2.84467 -4.55602
C 1.71172 -1.81191 -4.41440
C 2.70923 -1.89019 -3.45345
C 2.80197 -3.00695 -2.63726
H 0.17053 -4.78166 -3.83049
H 0.01189 -2.77791 -5.30032
H 1.65236 -0.94419 -5.05609
H 3.42072 -1.08558 -3.32983
H 3.56945 -3.08075 -1.87932
F -2.03724 -1.02695 -4.05324
C -2.18755 -0.34869 -5.20900
C -1.09526 0.31023 -5.73528
C -1.24689 1.00409 -6.92670
C -2.47853 1.03365 -7.56614
C -3.56237 0.36670 -7.01187
C -3.42337 -0.33445 -5.82263
H -0.15285 0.28005 -5.20894
H -0.39992 1.52263 -7.35527
H -2.59376 1.57645 -8.49433
H -4.52373 0.39081 -7.50692
H -4.25295 -0.86595 -5.37643
*
```